Below is a molecular structure, C17H21Br2N2O2PPdS2 at a distorted geometry, with properties calculated with ωB97M-V with the def2-TZVPD basis set.

2S+1: 2
Net charge: +1
Energy above the lowest of the compared OMol25 structures with the same formula, charge and spin, kJ/mol: 149.96
E, eV: -199562.550
Expectation value of S²: 0.757
E_HOMO (spin up / spin down), eV: -10.8 / -11.4
Gap between HOMO and LUMO (spin up / spin down), eV: 6.211 / 6.285

Geometry (Å):
1 Pd -0.137 1.165 0.222
2 Br 0.246 4.056 1.418
3 Br 1.775 1.378 2.129
4 S -2.255 1.316 1.116
5 S -0.859 0.003 -1.617
6 P -2.464 -0.643 0.609
7 O -3.990 -1.008 0.730
8 O -1.840 -1.496 1.816
9 N 2.264 0.505 -1.370
10 N 1.392 1.381 -1.332
11 C 1.793 2.718 -1.669
12 C -0.509 -2.058 1.848
13 C 1.084 4.950 -2.162
14 C -0.553 -3.539 1.544
15 C -5.084 -2.947 1.697
16 C 0.438 -1.179 -1.546
17 C -4.694 -1.508 1.910
18 C 2.445 -3.142 -1.535
19 C 3.430 4.399 -2.106
20 C 0.120 -2.529 -1.680
21 C 0.771 3.636 -1.851
22 C 2.782 -1.808 -1.412
23 C 2.412 5.333 -2.275
24 C 1.309 3.162 2.732
25 C 1.110 -3.499 -1.677
26 C 1.797 -0.826 -1.418
27 C 3.126 3.080 -1.821
28 H -0.141 -1.872 2.855
29 H 2.657 6.360 -2.510
30 H -0.918 -4.105 2.400
31 H 3.814 -1.490 -1.338
32 H 0.294 5.673 -2.313
33 H -1.214 -3.734 0.698
34 H 3.896 2.332 -1.698
35 H -4.203 -3.588 1.653
36 H -0.258 3.306 -1.778
37 H -5.563 -0.863 2.012
38 H -5.712 -3.278 2.526
39 H -0.920 -2.811 -1.792
40 H -4.055 -1.386 2.782
41 H 0.733 3.061 3.641
42 H 2.229 3.712 2.878
43 H 0.445 -3.897 1.288
44 H 4.465 4.701 -2.196
45 H 0.137 -1.524 1.148
46 H 3.218 -3.898 -1.536
47 H -5.647 -3.058 0.771
48 H 0.835 -4.540 -1.793

Cartesian forces (eV/Å) of the 3 atoms listed first:
Pd 0.00 0.41 -1.97
Br 0.00 0.16 0.12
Br 0.01 0.07 0.23

***

Below is a molecular structure, C17H21Br6N5O10 at a distorted geometry, with properties calculated with ωB97M-V with the def2-TZVPD basis set.

Net charge: 0
Energy above the lowest of the compared OMol25 structures with the same formula, charge and spin, kJ/mol: 1217.74
E, eV: -466121.166
E_HOMO, eV: -9.9
Gap between HOMO and LUMO, eV: 7.832

Geometry (Å):
1 Br -1.743 1.727 -1.567
2 Br -1.877 -0.392 0.841
3 Br 0.763 3.115 -4.404
4 Br -1.879 1.089 -5.454
5 Br 0.206 0.016 -3.238
6 Br -3.038 -1.341 -1.937
7 O -4.603 4.488 -1.696
8 O -6.212 3.200 -1.167
9 O 1.310 -0.336 4.485
10 O 0.239 -3.012 -0.380
11 O 2.332 1.405 -1.482
12 O -0.508 -1.539 4.633
13 O -0.859 -4.901 -1.081
14 O -2.767 -5.517 -0.330
15 O 0.320 -1.036 -1.210
16 O 3.784 2.499 -0.372
17 N 0.810 -1.989 -0.668
18 N -1.941 -4.641 -0.611
19 N 0.229 -0.696 4.095
20 N -5.093 3.355 -1.605
21 N 2.653 2.063 -0.486
22 C 2.258 -2.037 -0.357
23 C 1.679 2.198 0.629
24 C 4.121 -3.142 0.786
25 C -0.588 2.199 1.430
26 C 4.984 -2.191 0.246
27 C -2.141 -3.194 -0.204
28 C -1.615 -0.201 -1.104
29 C 3.096 -1.030 -0.780
30 C -4.237 2.135 -1.924
31 C 2.776 -3.096 0.470
32 C 0.309 2.077 0.388
33 C -0.375 -0.054 2.831
34 C -0.553 1.676 -4.002
35 C -0.170 2.610 2.710
36 C 4.502 -1.110 -0.397
37 C 1.184 2.698 3.034
38 C 2.108 2.467 1.963
39 H -0.692 -0.760 -1.263
40 H 4.507 -3.904 1.446
41 H 2.694 -0.148 -1.256
42 H 0.308 0.759 2.583
43 H -1.899 -2.562 -1.059
44 H 3.128 2.688 2.243
45 H 6.037 -2.229 0.481
46 H -1.336 -3.016 0.510
47 H -3.603 1.771 -1.115
48 H 2.175 -3.934 0.790
49 H -0.960 2.567 3.446
50 H 5.009 -0.200 -0.683
51 H -0.487 -0.734 1.988
52 H 1.493 2.944 4.039
53 H -3.534 2.473 -2.686
54 H -1.653 2.110 1.275
55 H -3.158 -3.132 0.184
56 H -1.315 0.371 3.183
57 H -4.886 1.401 -2.402
58 H -1.166 2.114 -3.215
59 H -0.124 1.856 -0.577

Cartesian forces (eV/Å) of the 3 atoms listed first:
Br 0.71 -2.34 2.63
Br -2.83 0.09 -3.58
Br -0.79 -1.22 -0.11

***

Below is 3 unconnected molecules or ions with the total composition C17H21BrN3O2 at a distorted geometry, with properties calculated with ωB97M-V with the def2-TZVPD basis set.

Net charge: +1
E, eV: -96569.683
E_HOMO, eV: -11.0
Gap between HOMO and LUMO, eV: 6.125

Geometry (Å):
1 Br 0.640 0.627 -0.875
2 O -2.613 -0.673 -1.480
3 O -1.169 -0.786 -3.192
4 N 3.333 0.594 -1.346
5 N -6.682 -1.591 2.324
6 N 3.594 2.103 2.031
7 C 2.846 -1.410 -2.361
8 C 1.028 -0.454 -4.100
9 C 1.460 3.078 3.532
10 C -4.592 -1.465 3.487
11 C 2.118 0.846 -2.127
12 C -1.754 -1.282 -2.087
13 C 2.224 -0.236 -3.171
14 C -0.019 -1.489 -3.687
15 C 2.414 1.488 2.049
16 C 2.683 3.730 3.533
17 C -4.634 -1.336 1.104
18 C 3.705 -0.627 -1.433
19 C -3.912 -1.336 2.287
20 C 3.713 3.208 2.765
21 C -6.013 -1.465 1.181
22 C 1.318 1.930 2.769
23 C -5.973 -1.590 3.449
24 H 2.354 0.588 1.451
25 H 4.569 -0.979 -0.895
26 H 1.395 -0.680 -5.090
27 H -4.068 -1.471 4.433
28 H -1.407 -2.269 -1.757
29 H 0.335 -2.183 -2.937
30 H 0.380 1.391 2.736
31 H 4.683 3.691 2.736
32 H -6.544 -1.696 4.365
33 H -2.833 -1.238 2.273
34 H 2.837 4.627 4.115
35 H 3.523 -1.987 -2.981
36 H 0.498 0.490 -4.169
37 H 2.168 -2.044 -1.807
38 H 3.048 0.049 -3.822
39 H -0.334 -2.029 -4.569
40 H 0.633 3.458 4.116
41 H -4.141 -1.238 0.148
42 H -6.618 -1.467 0.282
43 H 3.808 1.275 -0.763
44 H 2.002 1.844 -2.515

Cartesian forces (eV/Å) of the 3 atoms listed first:
Br -0.17 0.03 -0.24
O 1.46 -0.91 -1.17
O 0.00 -0.28 0.43

***

Below is a single C17H21Cl2N3O4S molecule at a distorted geometry, with properties calculated with ωB97M-V with the def2-TZVPD basis set.

Net charge: 0
E, eV: -66507.283
Structure (SMILES): CC(C)Oc1cc(CCC(=O)NS(C)(=O)=O)n(Cc2ccc(Cl)cc2Cl)n1
E_HOMO, eV: -8.5
Gap between HOMO and LUMO, eV: 8.967

Geometry (Å):
1 Cl 1.966 -0.948 -2.974
2 Cl -2.965 -2.184 -4.808
3 S 1.480 -5.084 -0.348
4 O 1.403 -4.197 -1.506
5 O -1.375 -3.832 -0.064
6 O 2.860 -5.319 0.134
7 O 0.411 3.413 2.739
8 N 0.397 2.840 0.478
9 N 0.597 -4.387 0.958
10 N 0.247 1.617 -0.181
11 C 0.348 -1.002 0.311
12 C -0.645 -1.379 -3.828
13 C -2.005 -1.155 -3.772
14 C -0.311 -2.059 1.259
15 C -1.019 5.221 2.383
16 C 1.188 5.646 3.465
17 C -0.400 -3.473 0.653
18 C -2.578 -0.129 -3.046
19 C 0.659 1.078 1.836
20 C -1.746 0.940 -2.503
21 C -0.360 0.655 -2.505
22 C 0.168 -0.537 -3.093
23 C 0.402 0.470 0.653
24 C 0.472 1.611 -1.713
25 C 0.456 4.810 2.396
26 C 0.566 -6.574 -0.544
27 C 0.528 2.512 1.688
28 H 2.244 5.641 3.240
29 H 1.498 1.488 -1.962
30 H 1.390 -1.245 0.149
31 H -0.206 -1.012 -0.697
32 H -0.325 -2.373 -4.257
33 H 0.187 -6.959 0.425
34 H 1.159 -4.032 1.700
35 H -1.627 4.993 3.340
36 H -3.614 -0.099 -3.111
37 H 0.889 4.978 1.419
38 H -2.268 1.772 -2.099
39 H -1.198 6.248 2.157
40 H 0.278 2.607 -2.114
41 H 1.269 -7.328 -0.961
42 H 0.793 6.660 3.387
43 H -1.400 -1.870 1.482
44 H 0.851 0.537 2.735
45 H 0.218 -2.068 2.234
46 H -0.291 -6.503 -1.264
47 H -1.524 4.631 1.601
48 H 0.934 5.378 4.527

Cartesian forces (eV/Å) of the 3 atoms listed first:
Cl -2.14 0.59 -0.08
Cl -0.24 0.07 0.43
S 2.54 1.75 -0.27

***

Below is 2 unconnected molecules or ions with the total composition C17H21Cl2NSSi at a distorted geometry, with properties calculated with ωB97M-V with the def2-TZVPD basis set.

Net charge: 0
E, eV: -63210.891
Structure (SMILES): C[Si](C)(C)c1cccc2c1Nc1ccccc1S2.ClCCCl
E_HOMO, eV: -8.0
Gap between HOMO and LUMO, eV: 8.253

Geometry (Å):
1 Cl -2.133 -6.730 2.514
2 Cl -1.193 -3.454 2.720
3 S -0.930 4.398 0.854
4 Si 0.565 -1.231 -0.706
5 N 1.047 2.118 -0.232
6 C 1.940 3.456 -2.262
7 C -0.904 -4.730 3.929
8 C -3.151 0.617 0.909
9 C -1.414 2.599 0.680
10 C 0.227 5.935 -1.475
11 C 2.259 -0.600 -1.331
12 C 2.016 4.739 -3.121
13 C -2.072 -0.356 0.333
14 C -0.306 1.633 0.107
15 C 1.172 5.987 -2.713
16 C -0.625 0.128 -0.075
17 C -2.834 2.122 1.089
18 C 0.164 4.629 -0.645
19 C -0.293 -2.094 -2.225
20 C 1.038 3.371 -1.010
21 C 0.924 -2.614 0.581
22 C -0.664 -6.082 3.287
23 H -1.401 -2.192 -1.966
24 H 2.547 2.526 -2.530
25 H 1.071 -2.196 1.643
26 H 0.122 -6.034 2.531
27 H -2.332 -1.472 0.212
28 H 2.874 -0.252 -0.415
29 H -0.024 -4.430 4.501
30 H 1.929 -3.115 0.295
31 H -3.602 2.866 1.498
32 H 1.655 2.167 0.596
33 H -0.362 -6.805 4.047
34 H 0.114 -3.417 0.599
35 H -4.184 0.252 1.210
36 H -0.174 -1.354 -3.093
37 H -1.759 -4.754 4.608
38 H 1.282 6.903 -3.395
39 H 0.202 -3.103 -2.437
40 H 2.841 -1.350 -1.964
41 H 2.071 0.356 -1.954
42 H -0.399 6.824 -1.146
43 H 2.697 4.740 -4.048

Cartesian forces (eV/Å) of the 3 atoms listed first:
Cl 0.00 0.02 -0.04
Cl -0.39 -0.11 0.42
S 0.48 -1.24 -1.54

***

Below is a molecular structure, C17H21Cl2O3W at a distorted geometry, with properties calculated with ωB97M-V with the def2-TZVPD basis set.

2S+1: 3
Net charge: -1
E, eV: -50976.066
Expectation value of S²: 2.015
E_HOMO (spin up / spin down), eV: -2.6 / -2.8
Gap between HOMO and LUMO (spin up / spin down), eV: 5.111 / 5.310

Geometry (Å):
1 W -1.563 -0.916 0.302
2 Cl -0.572 -1.882 4.539
3 Cl -2.607 -0.750 2.689
4 O 0.234 0.462 2.433
5 O -0.104 1.448 4.448
6 O 0.813 0.690 0.382
7 C -1.379 -0.413 4.033
8 C -1.385 1.363 -0.779
9 C 2.929 2.115 -0.818
10 C 1.843 1.142 -2.945
11 C 0.307 -1.996 0.443
12 C 2.992 1.100 -1.968
13 C -0.718 -2.709 1.154
14 C 3.596 -0.234 -1.569
15 C -1.755 -3.049 0.216
16 C -1.967 0.345 -1.615
17 C 1.712 1.680 0.385
18 C -3.240 -0.035 -1.026
19 C -3.421 0.762 0.169
20 C -2.267 1.604 0.324
21 C -0.086 -1.923 -0.934
22 C -0.252 0.652 3.536
23 C -1.360 -2.569 -1.068
24 H 3.914 2.196 -0.245
25 H 1.096 1.975 -2.776
26 H 1.261 -1.690 0.844
27 H 1.097 2.586 0.511
28 H -0.635 -3.053 2.174
29 H 4.543 -0.140 -2.116
30 H 2.650 3.168 -1.151
31 H 1.212 0.219 -3.054
32 H 2.260 1.566 1.346
33 H -1.946 0.035 4.860
34 H 3.796 -0.384 -0.461
35 H -1.882 -2.751 -2.007
36 H -3.966 -0.696 -1.466
37 H -1.588 0.036 -2.580
38 H -4.314 0.795 0.766
39 H -2.114 2.353 1.084
40 H -2.626 -3.660 0.433
41 H 2.423 1.317 -3.859
42 H 0.542 -1.544 -1.735
43 H -0.509 1.935 -1.018
44 H 3.036 -1.141 -1.884

Cartesian forces (eV/Å) of the 3 atoms listed first:
W -2.55 5.44 0.06
Cl -0.13 -0.43 0.28
Cl 0.38 -0.39 0.25

***

Below is a molecular structure, C17H21ClN2O3S2 at a distorted geometry, with properties calculated with ωB97M-V with the def2-TZVPD basis set.

Net charge: 0
Energy above the lowest of the compared OMol25 structures with the same formula, charge and spin, kJ/mol: 1343.10
E, eV: -61272.070
E_HOMO, eV: -8.2
Gap between HOMO and LUMO, eV: 8.165

Geometry (Å):
1 Cl 0.312 -1.488 2.415
2 S -2.096 -1.223 -3.123
3 S -1.499 1.349 0.112
4 O -3.195 -1.521 -3.986
5 O -0.740 -0.869 -3.616
6 O -0.122 2.785 1.153
7 N 1.020 1.055 0.217
8 N -0.490 -0.779 -0.475
9 C -2.288 -2.083 -1.585
10 C 0.494 -3.048 1.324
11 C -2.697 0.048 -0.666
12 C -2.812 0.489 -2.067
13 C 0.432 -4.181 1.838
14 C 0.465 -2.928 -0.102
15 C 2.249 4.242 1.339
16 C 1.557 5.131 0.363
17 C 1.607 4.546 2.519
18 C 2.305 2.842 0.958
19 C 0.532 -1.507 -0.766
20 C 0.634 -4.049 -0.852
21 C 0.444 -5.431 1.228
22 C -0.324 0.557 -0.300
23 C -1.789 -1.166 -0.643
24 C 0.802 2.231 0.669
25 C 0.571 -5.260 -0.278
26 H 0.203 -6.338 1.879
27 H 1.790 5.553 2.993
28 H 0.845 -6.272 -0.859
29 H 0.358 4.383 2.725
30 H -3.804 0.038 -0.189
31 H -2.013 -1.710 0.518
32 H 0.875 -4.181 -1.728
33 H -3.774 0.540 -2.644
34 H -3.329 -2.540 -1.658
35 H 3.441 4.611 1.523
36 H -1.544 -2.900 -1.743
37 H 1.393 -0.934 -0.274
38 H 2.561 2.282 1.687
39 H 2.072 4.875 -0.693
40 H 0.606 4.780 0.234
41 H 0.486 -1.799 -1.897
42 H 0.230 -4.245 3.043
43 H 1.983 3.975 3.500
44 H 1.690 6.105 0.494
45 H -2.203 1.291 -2.676
46 H 2.763 2.746 0.089

Cartesian forces (eV/Å) of the 3 atoms listed first:
Cl 0.32 -2.14 -1.59
S -0.54 6.03 0.38
S -11.22 5.33 2.28

***

Below is a single C17H21FN4O4S2 molecule at a distorted geometry, with properties calculated with ωB97M-V with the def2-TZVPD basis set.

Net charge: 0
Energy above the lowest of the compared OMol25 structures with the same formula, charge and spin, kJ/mol: 267.17
E, eV: -56502.839
Structure (SMILES): O=C(Nc1ncc(F)s1)[C@H](CC1CCOCC1)n1cc(S(=O)(=O)C2CC2)cn1
E_HOMO, eV: -8.7
Gap between HOMO and LUMO, eV: 8.891

Geometry (Å):
1 S 4.895 2.490 0.931
2 S -0.204 -3.805 -0.762
3 F 7.436 2.124 2.147
4 O 2.023 2.860 -0.206
5 O -0.716 -3.678 -2.126
6 O -4.951 2.607 -1.072
7 O -0.978 -4.759 0.035
8 N -0.540 -0.516 1.446
9 N -0.069 -0.025 0.252
10 N 4.174 0.447 2.453
11 N 2.320 1.157 1.349
12 C 0.093 1.465 -0.079
13 C 1.580 1.834 0.386
14 C -4.919 2.611 0.369
15 C -4.130 1.654 -1.754
16 C -3.412 2.899 0.739
17 C -2.639 1.890 -1.321
18 C -0.752 -1.797 1.217
19 C 1.621 -4.295 -0.897
20 C 3.618 1.298 1.574
21 C 5.509 0.744 2.823
22 C 1.844 -5.551 -1.747
23 C 0.002 -0.973 -0.735
24 C -2.452 1.922 0.195
25 C -0.991 2.374 0.620
26 C -0.263 -2.163 -0.088
27 C 6.066 1.789 2.040
28 C 2.415 -4.225 -2.257
29 H -4.381 0.610 -1.631
30 H 5.883 0.090 3.623
31 H 0.253 -0.790 -1.768
32 H -3.411 2.843 1.866
33 H -0.885 2.283 1.752
34 H -0.857 3.388 0.420
35 H -5.547 3.475 0.844
36 H -3.144 3.950 0.471
37 H 2.580 -6.239 -1.321
38 H -4.207 1.916 -2.806
39 H -5.203 1.653 0.853
40 H 2.092 -4.200 0.027
41 H 0.029 1.737 -1.225
42 H 0.914 -5.985 -2.166
43 H 3.509 -4.183 -2.241
44 H 1.824 -3.565 -3.007
45 H -1.155 -2.583 1.920
46 H -1.979 1.144 -1.789
47 H 1.891 0.382 1.832
48 H -2.122 2.784 -1.756
49 H -2.664 0.911 0.566

Cartesian forces (eV/Å) of the 3 atoms listed first:
S -1.27 -1.03 0.79
S -0.85 -0.86 -1.94
F -2.89 -0.09 -0.64